Record 1
The following is a quantum chemistry calculation of the molecule C2H3N3O at a distorted geometry, from the OMol25 dataset.

Geometry (Å):
N (1.285, 0.126, 0.020)
C (0.107, 0.679, -0.140)
N (-2.369, 0.428, 0.657)
H (-0.934, -1.114, 0.049)
C (-1.182, 0.001, -0.031)
H (0.087, 1.683, -0.381)
N (-2.397, 0.525, -0.555)
O (2.391, 0.749, 0.067)
H (1.208, -0.833, 0.211)

Atomic forces in eV per Å
-1.668 2.951 0.093
0.130 -0.212 0.314
-0.243 0.953 0.727
-1.238 1.117 -0.512
3.140 -3.714 0.373
0.343 2.098 -0.295
-0.921 -0.073 -0.812
-0.302 -0.892 -0.315
0.759 -2.228 0.427

Its HOMO-LUMO gap (alpha / beta) is 0.317 / 0.317 Ha. As for the spin multiplicity: 1. As for the SMILES: [O-]/[NH+]=C/C1N=N1.

Record 2
The following is a quantum chemistry calculation of the molecule BrNO3 at a distorted geometry, from the OMol25 dataset.

Geometry (Å):
O (1.036, 0.376, 0.891)
Br (0.577, -1.281, 1.524)
N (-0.603, -0.133, -0.673)
O (-1.322, 0.252, -1.525)
O (0.313, 0.786, -0.217)

Atomic forces in eV per Å
0.294 -0.581 0.512
0.142 -0.288 0.357
-1.242 -1.254 -0.340
1.436 0.424 0.926
-0.630 1.699 -1.455

Its HOMO-LUMO gap is 0.347 Ha. As for the spin multiplicity: 1. As for the SMILES: O=NOOBr.

Record 3
The following is a quantum chemistry calculation of a cluster of 2 separate species, C4H12 in total at a distorted geometry, from the OMol25 dataset.

Geometry (Å):
H (0.282, 1.161, -0.924)
H (1.965, 1.305, -2.861)
H (-1.965, -2.011, 2.518)
H (-1.749, -0.174, 2.729)
H (2.324, 2.474, -1.710)
H (1.694, 0.444, -0.073)
H (0.907, -0.271, -1.548)
C (1.229, 0.647, -1.040)
H (3.276, 0.929, -1.703)
H (-1.993, -1.636, 0.076)
H (-3.164, -0.838, 2.039)
H (-0.424, -1.405, 0.658)
C (-1.442, -0.994, 0.759)
H (-1.369, 0.006, 0.279)
C (-2.068, -1.027, 2.139)
C (2.306, 1.397, -1.806)

Atomic forces in eV per Å
0.107 0.602 0.220
0.781 -0.022 0.179
0.323 -0.610 1.075
0.523 -0.485 0.585
0.232 0.153 0.805
-0.778 -0.409 0.244
0.624 -0.078 0.218
0.393 -0.134 0.599
0.223 0.133 0.034
-0.345 0.052 -0.138
0.611 -0.276 -0.041
-0.168 0.206 0.676
0.683 0.171 -1.310
-0.337 -0.483 0.502
-1.327 1.399 -1.323
-1.545 -0.219 -2.326

Its HOMO-LUMO gap is 0.460 Ha. As for the spin multiplicity: 1. As for the SMILES: CC.CC.

Record 4
The following is a quantum chemistry calculation of a structure of composition HO3S3 at a distorted geometry, from the OMol25 dataset.

Geometry (Å):
O (-0.940, 1.944, 1.044)
O (-1.637, -0.390, 0.650)
S (-0.566, 0.575, 0.776)
S (0.681, -1.402, -1.643)
S (0.543, 0.620, -1.792)
O (0.656, 0.096, 1.400)
H (1.263, -1.442, -0.435)

Atomic forces in eV per Å
0.136 -0.261 -0.276
0.458 0.474 -0.190
0.546 -0.179 -0.704
0.119 -0.558 -0.200
-0.910 0.425 1.652
-0.489 0.209 -0.294
0.139 -0.110 0.012

The total charge is -1. Its HOMO-LUMO gap (alpha / beta) is 0.262 / 0.262 Ha. As for the spin multiplicity: 1.

Record 5
The following is a quantum chemistry calculation of the molecule C26H32N4O3S, from the OMol25 dataset.

Geometry (Å):
H (-1.568, 5.335, 2.490)
H (-1.956, 2.963, 3.003)
C (-1.309, 0.521, 1.270)
C (3.981, -1.136, 0.512)
H (-4.625, 0.920, 1.488)
H (0.704, -3.278, -2.360)
C (-2.979, 5.381, 0.881)
C (0.307, 0.812, -5.323)
N (0.418, 1.456, -4.173)
H (0.557, -0.455, 0.818)
H (5.563, 1.839, 2.453)
C (-0.065, -2.817, -1.731)
H (-2.262, -0.694, -2.202)
O (1.106, -5.187, 0.960)
H (-0.775, -4.014, -0.172)
C (3.322, -2.222, -0.044)
H (-3.984, 0.254, -0.670)
H (1.196, -1.167, -1.196)
C (0.116, -1.297, -4.226)
H (6.108, 0.438, 1.500)
H (-0.934, 1.493, 0.904)
C (0.380, 0.752, -3.060)
C (-3.413, 2.688, 1.460)
C (-4.112, 3.315, 0.435)
C (-2.121, -0.730, -1.119)
C (-2.281, 4.769, 1.908)
H (-4.450, 5.124, -0.652)
C (0.232, -0.636, -3.011)
C (-2.498, 3.433, 2.194)
C (-0.505, -0.598, 0.610)
C (3.675, -0.724, 1.805)
H (-2.596, 1.356, -0.893)
H (-2.810, 6.424, 0.657)
C (-3.600, 1.215, 1.730)
O (4.255, 0.329, 2.433)
C (0.154, -0.561, -5.403)
H (-1.045, -2.999, -2.176)
H (-1.171, 0.475, 2.353)
H (1.638, -1.585, 4.402)
H (4.854, 1.533, 0.849)
H (0.000, -2.368, -4.274)
S (1.443, -4.215, -0.038)
C (2.392, -0.951, 3.946)
H (-3.423, 1.006, 2.789)
H (-0.819, -1.563, 1.036)
H (3.547, -2.562, -1.042)
C (-3.898, 4.651, 0.147)
C (2.369, -2.887, 0.694)
H (2.033, 0.077, 3.923)
O (2.104, -4.649, -1.239)
H (-4.838, 2.754, -0.137)
C (2.703, -1.414, 2.559)
H (0.463, 1.314, -2.139)
H (3.293, -0.965, 4.556)
N (-0.719, -0.538, -0.819)
H (0.065, -1.052, -6.360)
C (-2.920, 0.394, -0.462)
C (2.062, -2.494, 1.984)
C (0.203, -1.297, -1.648)
H (1.317, -3.053, 2.529)
H (0.343, 1.428, -6.212)
N (-2.715, 0.340, 0.971)
H (-2.496, -1.693, -0.734)
N (0.008, -3.433, -0.421)
H (4.727, -0.621, -0.071)
C (5.248, 1.064, 1.756)

Atomic forces in eV per Å
0.051 0.047 0.043
0.053 -0.063 0.083
0.242 -0.238 -0.024
0.110 0.235 0.098
0.016 0.035 0.081
-0.279 0.076 -0.173
0.012 0.078 -0.020
-0.062 -0.284 -0.298
0.098 0.526 0.020
0.023 -0.034 0.003
0.008 -0.043 -0.093
0.396 0.663 -0.394
-0.045 -0.039 -0.002
-0.106 0.206 0.185
-0.068 -0.218 0.139
0.004 -0.147 -0.018
-0.021 0.039 -0.021
-0.136 -0.017 -0.034
0.046 0.141 0.144
-0.048 0.011 0.002
0.017 -0.045 0.070
0.029 -0.209 0.194
-0.038 -0.026 0.040
0.008 -0.011 0.068
-0.123 0.312 -0.069
0.087 0.071 0.050
-0.042 0.041 -0.060
0.074 -0.026 -0.219
-0.067 -0.016 -0.011
-0.069 0.292 0.316
-0.143 -0.186 -0.085
-0.055 -0.065 -0.022
0.011 0.079 -0.016
0.012 -0.073 -0.013
-0.311 -0.308 0.118
0.000 0.068 -0.008
0.039 -0.094 0.046
0.020 0.041 0.038
-0.059 -0.032 0.060
0.007 -0.038 0.031
-0.011 -0.122 0.007
-0.410 0.147 -0.024
0.053 0.008 -0.045
-0.080 0.030 -0.027
0.063 0.128 0.060
0.081 0.015 -0.140
-0.041 0.063 -0.092
-0.119 -0.488 -0.438
-0.038 0.075 0.090
0.093 0.355 0.112
-0.075 -0.073 -0.056
0.055 0.025 -0.068
-0.014 -0.022 0.128
0.006 0.030 0.118
-0.023 -0.183 0.168
-0.007 -0.013 -0.094
-0.004 -0.276 -0.166
0.144 0.149 0.150
-0.056 -0.161 -0.098
-0.125 -0.001 0.199
-0.011 -0.034 -0.133
-0.026 -0.047 0.029
-0.036 -0.006 -0.062
0.612 -0.579 0.295
0.074 0.058 -0.033
0.207 0.172 -0.131

Its HOMO-LUMO gap is 0.326 Ha. As for the spin multiplicity: 1. As for the SMILES: COc1ccc(S(=O)(=O)NC[C@@H](c2cccnc2)N2CCN(Cc3ccccc3)CC2)cc1C.

Record 6
The following is a quantum chemistry calculation of a structure of composition C22H30FeN8O6P2 at a distorted geometry, from the OMol25 dataset.

Geometry (Å):
H (-1.159, -1.037, 5.274)
C (4.675, -1.838, 2.622)
C (-5.726, 1.010, 0.943)
H (6.274, -1.741, 4.111)
C (-0.387, 4.135, -0.735)
C (5.694, -2.474, 3.533)
H (-1.861, -0.537, -1.442)
C (3.302, -1.920, 2.882)
C (-4.883, 0.215, -0.026)
H (-6.522, 0.402, 1.418)
C (3.022, 0.733, -3.912)
C (3.366, 1.002, -5.367)
N (1.808, 0.019, 0.124)
H (2.998, -2.587, 3.661)
C (2.331, -1.136, 2.253)
H (5.254, -3.184, 4.234)
H (-0.080, -2.724, -1.377)
C (3.550, -0.305, -3.141)
H (-1.496, 3.057, 0.875)
N (1.029, -1.071, 2.815)
H (4.269, -0.953, -3.661)
H (-5.155, 0.033, -2.106)
H (3.849, 0.126, -5.796)
C (-0.623, -1.108, 4.359)
H (3.482, -1.358, -1.311)
H (6.429, -3.090, 2.968)
C (-1.155, -0.885, 3.072)
H (-3.592, 3.152, -1.081)
H (-1.674, -2.518, -0.714)
C (5.096, -0.936, 1.628)
C (1.731, 1.446, -1.917)
H (-2.205, -0.827, 2.827)
C (0.568, 3.664, -1.592)
O (-3.854, 2.675, -0.256)
H (1.779, 2.459, -3.852)
O (-4.095, -1.355, 2.164)
C (4.091, -0.233, 0.893)
N (-5.673, -0.130, -1.211)
H (2.439, 1.234, -5.935)
H (-6.113, 1.908, 0.460)
H (6.159, -0.910, 1.323)
H (-5.947, -1.129, -1.232)
N (-0.869, -0.805, -1.297)
P (-3.405, 1.134, -0.505)
P (-4.263, -1.463, 0.685)
H (4.412, 0.479, 0.123)
Fe (-0.258, 0.040, 0.459)
N (-0.033, 1.958, -0.262)
O (-3.270, -2.000, -0.342)
C (0.724, -1.244, 4.147)
H (-0.382, -0.728, -2.185)
H (4.018, 1.885, -5.491)
N (-0.181, -0.828, 2.174)
C (2.130, 1.599, -3.251)
C (2.719, -0.408, 1.074)
H (1.145, 4.133, -2.374)
H (-5.047, 1.366, 1.753)
H (1.534, -1.548, 4.791)
H (-0.810, 5.142, -0.693)
O (-5.655, -2.241, 0.207)
N (-0.689, -2.185, -0.730)
H (-6.588, 0.369, -1.280)
H (-6.070, -2.680, 0.993)
N (0.765, 2.328, -1.337)
O (-3.180, 0.859, -1.992)
C (3.112, -0.518, -1.822)
C (2.207, 0.320, -1.162)
C (-0.765, 3.036, 0.054)
O (-2.298, 0.717, 0.491)

Atomic forces in eV per Å
-0.139 -0.386 0.465
0.184 0.938 -0.230
0.270 -0.053 1.239
-0.271 -0.074 -0.182
-0.577 0.466 0.028
0.573 -0.970 -0.402
0.679 -0.861 -0.136
0.157 0.631 0.168
0.514 -0.617 1.327
0.319 0.341 -0.321
-0.385 0.850 0.904
-0.440 0.314 0.218
-0.291 0.286 1.232
-0.219 -0.221 0.432
0.754 0.107 -1.133
-0.212 0.151 0.094
-0.797 0.519 0.533
-0.385 -0.038 -0.283
0.592 -0.426 -0.615
-2.467 -0.302 1.543
-0.296 -0.050 0.619
0.213 0.225 0.750
0.031 0.090 -0.172
0.389 0.136 -1.057
0.399 -0.883 0.664
-0.314 0.482 0.162
0.754 -0.020 0.805
-0.292 -0.284 0.906
0.902 -0.275 0.139
-1.542 -0.036 -0.676
0.019 -1.219 0.119
0.094 0.309 -0.435
0.537 -1.159 -0.391
0.549 0.336 -1.278
-0.122 -0.532 0.553
-0.453 -0.401 -1.152
2.193 -0.421 0.539
-1.625 -0.154 -2.543
0.550 -0.309 0.259
-0.230 -0.061 0.025
-0.705 0.405 0.391
0.312 0.181 0.489
0.253 -0.755 -0.631
2.442 -1.245 -0.181
0.955 0.013 -1.676
-0.137 -0.500 0.225
0.085 0.321 -1.528
-0.106 1.658 -1.176
-1.583 0.912 1.647
1.110 -0.243 -0.562
-0.074 0.034 0.110
-0.096 -0.442 0.137
1.002 -0.667 0.786
-0.074 0.500 -0.509
-0.645 -0.335 -0.509
-0.109 0.083 0.095
-0.595 -0.315 -0.446
-0.151 0.382 0.275
0.341 -0.507 -0.038
-0.676 -0.980 2.128
-0.315 0.524 -1.067
0.994 -0.090 0.227
0.410 0.544 -1.031
-0.614 1.043 1.436
-0.535 0.653 1.443
0.220 0.838 -1.973
0.338 0.433 -0.076
0.799 0.122 0.161
-2.459 1.002 -0.867

Its HOMO-LUMO gap (alpha / beta) is 0.236 / 0.238 Ha. As for the spin multiplicity: 5. As for the expectation value of S²: 6.011.

Going through the records in order, we get ΔE to the lowest compared entry with this formula, charge and spin values of 119.8; 36.2; 11.6; 16.2; 57.9; 0.0 kcal per mole.